The following is a quantum chemistry calculation of a molecular structure, H30O15 in a non-equilibrium geometry, from the Open Molecules 2025 dataset.

Each line ends with the Mulliken charge.
CARTESIAN COORDINATES (ANGSTROEM)
H (-0.0773, -0.5402, 0.7365)  0.168
H (-1.1013, 0.2883, 0.1530)  0.126
H (-2.3361, -2.3107, 2.8143)  0.237
H (-1.2831, -1.3244, 2.7154)  0.254
H (2.6783, -2.0267, 0.2246)  0.137
H (2.8190, -3.5030, 0.1615)  0.279
H (2.8362, -0.1736, 2.5498)  0.270
H (3.9256, -0.7276, 3.3064)  0.317
H (-1.6310, 0.2176, -2.6220)  0.239
H (-1.1986, -0.8355, -3.5522)  0.290
H (-1.1531, 0.9793, 3.1065)  0.244
H (-2.7045, 0.7230, 2.8710)  0.354
H (0.1613, -3.2034, -1.0561)  0.217
H (-0.8357, -3.4244, -2.2101)  0.285
H (-4.5895, -1.5466, 0.0663)  0.262
H (-4.7668, -2.9408, 0.2348)  0.331
H (1.3191, 4.0649, -1.7543)  0.288
H (0.8502, 2.5786, -1.3667)  0.337
H (-0.0656, 1.7033, -2.4457)  0.281
H (0.5775, 2.4248, -3.6052)  0.338
H (4.4843, -2.0624, 0.6727)  0.318
H (4.3195, -0.6925, 0.0204)  0.335
H (-1.2586, 3.9235, 0.8697)  0.290
H (-2.3010, 4.4020, 1.8771)  0.309
H (3.8174, 1.6513, -0.8646)  0.305
H (3.0012, 0.7845, 0.1773)  0.210
H (1.1879, -1.6074, -1.2558)  0.209
H (0.4629, -0.5919, -1.7928)  0.187
H (-3.1313, 0.6342, -0.8448)  0.281
H (-4.1733, 1.6320, -0.3492)  0.305
O (-0.6415, -0.4781, -0.0681)  -0.293
O (-2.1890, -1.4945, 2.4191)  -0.511
O (2.1775, -2.8417, -0.0155)  -0.586
O (3.4683, 0.0772, 3.2883)  -0.565
O (-1.1744, -0.7043, -2.6344)  -0.547
O (-1.9872, 1.3955, 3.1950)  -0.574
O (-0.6486, -3.5977, -1.2780)  -0.591
O (-5.2493, -2.0950, 0.3826)  -0.613
O (1.6288, 3.1772, -1.5810)  -0.574
O (0.0092, 2.5500, -2.8880)  -0.651
O (5.0205, -1.2818, 0.2753)  -0.551
O (-1.3774, 4.4930, 1.6396)  -0.613
O (3.6158, 1.5678, 0.0682)  -0.578
O (0.7724, -0.8505, -0.9323)  -0.160
O (-3.2586, 1.5867, -0.7084)  -0.595

## Properties
E_HOMO: -0.319 hartree
energy: -1146.2876 a.u.
multiplicity: 1
ΔE to the lowest compared entry with this formula, charge and spin: 221.20 kcal/mol

***

The following is a quantum chemistry calculation of 2 unconnected molecules or ions with the total composition C11H17N3P in a non-equilibrium geometry, from the Open Molecules 2025 dataset.

Each line ends with the Mulliken charge.
CARTESIAN COORDINATES (ANGSTROEM)
C (4.3764, 0.9023, 0.1146)  -0.480
C (3.4384, 1.3868, 1.0574)  -0.480
C (3.9819, 0.0182, -0.8413)  -0.613
C (2.1381, 0.9407, 1.0868)  -0.607
C (2.6057, -0.4174, -0.9176)  -0.414
C (1.7497, 0.1658, -0.0033)  0.413
C (0.3393, -0.2579, -0.0955)  0.535
C (-2.9964, 1.1632, 1.2365)  -0.997
C (-0.1445, 0.7276, -2.3383)  -1.199
C (-1.5933, -2.9395, 0.8395)  -0.813
C (-3.7562, 0.9606, -0.0247)  -0.627
N (-0.1228, -1.0205, 0.8494)  -0.644
N (-0.5011, -0.0410, -1.1576)  0.336
N (-1.5043, -1.5119, 0.5111)  0.271
P (-1.9882, -0.8865, -1.1862)  -0.048
H (5.3851, 1.1289, 0.1007)  0.446
H (3.7547, 1.9806, 1.9222)  0.371
H (4.7832, -0.2299, -1.5304)  0.358
H (1.5072, 1.5909, 1.6736)  0.306
H (2.2672, -1.0024, -1.6781)  0.625
H (-1.9313, 1.3150, 1.2317)  0.261
H (-3.5622, 1.8856, 1.8632)  0.372
H (-3.0292, 0.3767, 1.9180)  0.498
H (-0.5074, 1.6584, -2.1128)  0.428
H (0.8496, 0.8708, -2.4065)  0.488
H (-0.3472, 0.2188, -3.3133)  0.371
H (-1.0944, -3.0192, 1.9204)  0.339
H (-2.6000, -3.3015, 0.6147)  0.337
H (-0.9402, -3.5409, 0.2903)  0.362
H (-3.8853, 1.7031, -0.7993)  0.336
H (-4.5313, 0.2080, 0.0527)  0.373
H (-2.1413, -1.0334, 1.1219)  0.099

## Properties
E_HOMO (spin up / spin down): -0.424 / -0.428 hartree
energy: -934.5703 a.u.
net charge: +1
multiplicity: 1
ΔE to the lowest compared entry with this formula, charge and spin: 52.46 kcal/mol